1.
Density functional theory data (wB97M-V/def2-TZVPD) for a 2-piece molecular cluster, C2H9N3O overall.

HOMO-LUMO gap = 0.3292 Ha
E_LUMO = 0.02901 Eh
ΔE to the lowest compared entry with this formula, charge and spin = 2.525 eV
HOMO = -8.169 eV

Geometry (Å):
1 C 0.309 -0.171 1.691
2 C 0.046 0.774 0.288
3 N 1.203 1.402 -0.101
4 O -1.044 1.300 0.119
5 H -0.152 -1.162 1.638
6 H -0.205 0.380 2.482
7 H 1.366 -0.232 1.969
8 H 1.086 2.283 -0.583
9 H 2.094 1.126 0.286
10 N -0.071 -1.040 -1.349
11 N -1.475 -0.947 -1.625
12 H 0.500 -0.595 -2.073
13 H 0.156 -1.440 -0.411
14 H -1.980 -1.633 -1.054
15 H -1.833 -0.044 -1.277

Löwdin population analysis, charges in e, atoms 1 to 8:
1 C 0.00
2 C -0.57
3 N 0.11
4 O -0.01
5 H 0.05
6 H 0.06
7 H 0.05
8 H 0.11

=====

2.
Density functional theory data (wB97M-V/def2-TZVPD) for a 2-piece molecular cluster, C2H5Br2N overall.

HOMO-LUMO gap = 0.3839 Ha
E_LUMO = 0.02275 Eh
ΔE to the lowest compared entry with this formula, charge and spin = 0.114 eV
HOMO = -9.828 eV

Geometry (Å):
1 C -0.911 -0.734 0.689
2 C -0.598 -0.089 -0.639
3 N 0.412 -0.254 -1.373
4 Br 1.474 -1.739 -0.977
5 H -1.552 -0.274 1.373
6 H -1.430 -1.642 0.475
7 H 0.031 -0.999 1.266
8 H -1.131 0.808 -0.786
9 Br 1.671 2.667 0.632
10 H 2.034 2.256 -0.659

Löwdin population analysis, charges in e, atoms 1 to 8:
1 C -0.12
2 C -0.38
3 N -0.41
4 Br 0.62
5 H 0.05
6 H 0.06
7 H 0.07
8 H 0.09

=====

3.
Density functional theory data (wB97M-V/def2-TZVPD) for a 10-piece molecular cluster, C13H47N19O10 overall.

HOMO-LUMO gap = 0.3158 Ha
E_LUMO = 0.00692 Eh
ΔE to the lowest compared entry with this formula, charge and spin = 5.269 eV
HOMO = -8.405 eV

Geometry (Å):
1 C 1.021 2.007 -1.133
2 O 1.945 2.267 -0.067
3 C 3.358 2.412 -0.513
4 C 4.359 2.441 0.679
5 C 4.072 3.614 1.661
6 N 5.619 2.709 0.085
7 H 0.196 1.455 -0.684
8 H 1.369 1.297 -1.884
9 H 0.627 2.975 -1.441
10 H 3.506 1.577 -1.198
11 H 3.510 3.284 -1.148
12 H 4.389 1.472 1.178
13 H 3.004 3.820 1.589
14 H 4.527 4.566 1.389
15 H 4.346 3.311 2.672
16 H 6.353 2.849 0.764
17 H 5.857 1.817 -0.324
18 N 2.831 -0.109 3.408
19 C 1.621 -0.458 3.768
20 N 1.237 0.324 4.690
21 O 1.027 -1.342 3.295
22 H 3.430 0.649 3.703
23 H 3.326 -0.643 2.709
24 H 0.284 0.161 4.982
25 H 1.929 0.886 5.166
26 N -0.998 -0.780 1.278
27 C -1.005 -1.313 0.077
28 N -1.883 -0.689 -0.669
29 O -0.265 -2.246 -0.318
30 H -0.257 -1.033 1.916
31 H -1.359 0.147 1.450
32 H -2.421 0.026 -0.201
33 H -2.059 -0.791 -1.659
34 N 2.774 -2.378 -0.333
35 C 3.126 -1.274 0.195
36 N 2.127 -0.599 0.386
37 O 4.272 -0.879 0.192
38 H 1.801 -2.644 -0.281
39 H 3.520 -3.027 -0.543
40 H 2.120 0.406 0.493
41 H 1.198 -0.987 0.310
42 N -0.554 3.433 1.537
43 C -1.411 2.615 2.084
44 N -1.608 2.809 3.388
45 O -1.833 1.640 1.510
46 H -0.484 3.171 0.564
47 H 0.123 4.041 1.975
48 H -1.140 3.549 3.892
49 H -2.084 2.000 3.760
50 N -4.297 -2.556 -4.219
51 C -3.866 -1.442 -3.753
52 N -4.723 -0.444 -4.005
53 O -2.800 -1.185 -3.309
54 H -3.672 -3.260 -3.855
55 H -5.292 -2.731 -4.245
56 H -4.549 0.475 -3.622
57 H -5.558 -0.749 -4.485
58 N 0.584 -1.541 -4.123
59 C 0.390 -0.359 -4.758
60 N -0.812 0.073 -4.450
61 O 1.222 0.151 -5.516
62 H 1.361 -2.035 -4.540
63 H -0.043 -1.716 -3.351
64 H -1.536 -0.477 -4.010
65 H -0.984 0.871 -5.045
66 N -4.343 3.254 -1.135
67 C -3.978 2.083 -1.565
68 N -4.261 1.041 -0.781
69 O -3.525 1.975 -2.670
70 H -4.002 4.056 -1.645
71 H -4.661 3.356 -0.182
72 H -4.046 0.086 -1.031
73 H -4.583 1.414 0.100
74 N 0.804 -3.900 -2.273
75 C 1.738 -4.402 -3.098
76 N 1.776 -5.714 -3.097
77 O 2.521 -3.661 -3.657
78 H 0.709 -2.899 -2.180
79 H 0.063 -4.537 -2.017
80 H 2.290 -6.254 -3.779
81 H 1.136 -6.256 -2.534
82 N -2.926 -1.229 6.525
83 C -2.120 -0.942 5.505
84 N -1.771 -1.991 4.752
85 O -1.856 0.180 5.194
86 H -3.124 -2.210 6.668
87 H -3.455 -0.457 6.905
88 H -1.113 -1.686 4.049
89 H -2.144 -2.920 4.884

Löwdin population analysis, charges in e, atoms 1 to 8:
1 C -0.10
2 O -0.26
3 C -0.13
4 C -0.44
5 C -0.05
6 N 0.02
7 H 0.06
8 H 0.10

=====

4.
Density functional theory data (wB97M-V/def2-TZVPD) for one molecule with the formula C5H9O3.

Spin multiplicity = 2
HOMO-LUMO gap (spin up / spin down) = 0.3116 / 0.3648 Ha
⟨S²⟩ = 0.753
E_LUMO (spin up / spin down) = 0.01696 / 0.00127 Eh
ΔE to the lowest compared entry with this formula, charge and spin = 2.215 eV
HOMO (spin up / spin down) = -8.016 / -9.891 eV

Geometry (Å):
1 O -3.161 2.337 0.373
2 C -2.179 1.642 0.375
3 C -1.025 1.832 -0.593
4 O -0.012 0.885 -0.382
5 C -0.308 -0.418 -0.640
6 C 0.867 -1.294 -0.893
7 O 1.320 -2.045 0.227
8 C 1.799 -1.263 1.295
9 H -1.416 1.777 -1.624
10 H -0.596 2.828 -0.417
11 H -1.214 -0.865 -0.223
12 H 0.597 -2.038 -1.655
13 H 1.705 -0.689 -1.284
14 H 2.182 -1.950 2.058
15 H 2.621 -0.604 0.964
16 H 1.003 -0.642 1.739
17 H -2.184 0.509 0.679

Löwdin population analysis, charges in e, atoms 1 to 8:
1 O 0.07
2 C -0.22
3 C -0.16
4 O -0.11
5 C -0.11
6 C -0.21
7 O -0.19
8 C -0.12

=====

5.
Density functional theory data (wB97M-V/def2-TZVPD) for C24H45CoNP2Si as an isolated structure.

Spin multiplicity = 4
HOMO-LUMO gap (spin up / spin down) = 0.2116 / 0.2302 Ha
⟨S²⟩ = 3.782
E_LUMO (spin up / spin down) = 0.02179 / -0.01328 Eh
ΔE to the lowest compared entry with this formula, charge and spin = 0.000 eV
HOMO (spin up / spin down) = -5.165 / -6.626 eV

Geometry (Å):
1 P -1.372 -1.726 -0.541
2 P 0.123 -1.573 1.948
3 C -0.886 -3.429 0.120
4 C -0.520 -3.299 1.588
5 H -0.055 -3.792 -0.508
6 H -1.748 -4.097 -0.029
7 H -1.404 -3.437 2.236
8 H 0.280 -3.963 1.921
9 C 1.815 -1.738 1.276
10 H 2.461 -1.022 1.801
11 H 1.854 -1.533 0.199
12 H 2.122 -2.772 1.482
13 C 0.460 -1.741 3.724
14 H 1.092 -2.626 3.902
15 H -0.470 -1.850 4.301
16 H 0.991 -0.861 4.112
17 C -0.481 -1.687 -2.148
18 H -0.559 -0.707 -2.606
19 H -0.883 -2.449 -2.835
20 H 0.581 -1.878 -1.973
21 C -3.091 -2.113 -1.019
22 H -3.823 -1.573 -0.418
23 H -3.294 -3.179 -0.897
24 H -3.240 -1.836 -2.066
25 Co -0.854 -0.354 0.759
26 C 2.767 -0.601 -2.903
27 C 3.129 -1.611 -3.715
28 C 2.773 -1.801 -5.168
29 C 2.087 -0.577 -5.817
30 C 0.715 -0.266 -5.312
31 C 0.311 0.620 -4.387
32 C 1.116 1.320 -3.345
33 C 2.576 0.850 -3.225
34 C -2.531 0.597 0.183
35 H 2.738 -0.777 -1.815
36 H 3.681 -2.452 -3.291
37 H 2.122 -2.690 -5.280
38 H 3.692 -2.024 -5.731
39 H 2.765 0.277 -5.801
40 H 1.953 -0.853 -6.868
41 H -0.068 -0.871 -5.792
42 H -0.758 0.851 -4.338
43 H 0.618 1.176 -2.371
44 H 1.100 2.411 -3.517
45 H 3.122 1.168 -4.118
46 H 2.982 1.433 -2.386
47 H -3.412 0.144 0.668
48 H -2.636 0.650 -0.913
49 H -2.378 1.605 0.598
50 C 1.544 2.358 0.185
51 Si 0.529 2.553 1.749
52 C 1.610 2.696 3.268
53 C -0.288 4.235 1.520
54 N -0.604 1.228 2.081
55 C -1.537 1.296 3.091
56 C -2.221 0.115 3.481
57 C -3.049 0.108 4.597
58 C -3.479 1.325 5.150
59 C -2.962 2.532 4.646
60 C -1.945 2.527 3.702
61 H 2.190 3.247 0.084
62 H 0.906 2.316 -0.710
63 H 2.192 1.473 0.198
64 H 2.396 3.445 3.097
65 H 1.029 3.014 4.146
66 H 2.089 1.737 3.500
67 H -1.352 4.153 1.270
68 H -0.190 4.878 2.405
69 H 0.207 4.768 0.696
70 H -2.120 -0.794 2.859
71 H -3.373 -0.847 4.990
72 H -4.224 1.328 5.936
73 H -3.369 3.484 4.983
74 H -1.535 3.481 3.387

Löwdin population analysis, charges in e, atoms 1 to 8:
1 P 0.74
2 P 0.70
3 C -0.35
4 C -0.38
5 H 0.08
6 H 0.07
7 H 0.09
8 H 0.07

=====

6.
Density functional theory data (wB97M-V/def2-TZVPD) for C44H112BrCrF6N8O14P as an isolated structure.

Spin multiplicity = 5
HOMO-LUMO gap (spin up / spin down) = 0.2668 / 0.3225 Ha
⟨S²⟩ = 6.011
E_LUMO (spin up / spin down) = 0.00521 / 0.00517 Eh
HOMO (spin up / spin down) = -7.119 / -8.635 eV

Geometry (Å):
1 Cr -1.176 -1.478 -0.604
2 P 1.704 -2.962 -5.118
3 F 2.230 -3.028 -6.656
4 F 2.989 -3.916 -4.676
5 F 2.663 -1.686 -4.840
6 F 1.235 -2.806 -3.581
7 F 0.413 -2.040 -5.578
8 F 0.781 -4.273 -5.316
9 Br -3.656 -2.022 -0.069
10 C -1.615 4.292 -0.723
11 O -0.373 4.081 -1.316
12 C 0.345 5.263 -1.599
13 C 1.659 5.055 -2.339
14 N 2.569 4.230 -1.495
15 C 3.720 3.851 -2.245
16 C 4.726 3.212 -1.311
17 O 5.350 4.162 -0.448
18 C 6.569 3.744 0.091
19 H -1.444 4.742 0.255
20 H -2.145 3.343 -0.640
21 H -2.294 4.904 -1.317
22 H 0.602 5.822 -0.698
23 H -0.274 5.934 -2.195
24 H 1.995 6.075 -2.529
25 H 1.327 4.518 -3.227
26 H 2.897 4.793 -0.723
27 H 4.210 4.720 -2.684
28 H 3.374 3.163 -3.017
29 H 5.397 2.575 -1.887
30 H 4.340 2.416 -0.674
31 H 7.021 4.660 0.472
32 H 7.309 3.455 -0.656
33 H 6.409 2.973 0.844
34 C -1.400 1.788 4.761
35 O -1.699 2.742 3.771
36 C -2.922 3.382 3.948
37 C -3.056 4.544 2.959
38 N -4.403 5.153 3.022
39 C -5.612 4.407 2.624
40 C -5.469 3.679 1.276
41 O -5.005 2.408 1.299
42 C -5.062 1.732 0.112
43 H -0.411 1.330 4.759
44 H -2.039 0.939 4.520
45 H -1.746 2.056 5.760
46 H -3.082 3.772 4.953
47 H -3.694 2.653 3.701
48 H -2.794 4.120 1.990
49 H -2.234 5.188 3.272
50 H -4.394 6.098 2.665
51 H -6.487 5.057 2.641
52 H -5.882 3.659 3.369
53 H -4.759 4.211 0.642
54 H -6.460 3.538 0.845
55 H -6.091 1.455 -0.118
56 H -4.464 0.831 0.252
57 H -4.536 2.319 -0.641
58 C 6.447 -2.278 2.898
59 O 5.380 -2.013 1.963
60 C 5.686 -1.072 0.990
61 C 4.381 -0.746 0.165
62 N 3.618 -1.867 -0.353
63 C 4.351 -2.615 -1.329
64 C 3.691 -3.963 -1.476
65 O 3.763 -4.712 -0.285
66 C 3.763 -6.142 -0.333
67 H 6.130 -3.119 3.514
68 H 6.711 -1.402 3.490
69 H 7.311 -2.587 2.311
70 H 6.404 -1.413 0.244
71 H 6.016 -0.141 1.451
72 H 4.670 -0.123 -0.681
73 H 3.780 -0.176 0.874
74 H 3.485 -2.532 0.395
75 H 5.377 -2.765 -0.993
76 H 4.258 -2.150 -2.311
77 H 4.267 -4.380 -2.302
78 H 2.686 -3.819 -1.872
79 H 3.904 -6.550 0.668
80 H 4.548 -6.484 -1.007
81 H 2.916 -6.527 -0.901
82 C -1.669 1.243 1.198
83 O -0.983 0.047 0.879
84 C -0.330 -0.474 2.012
85 C 0.448 -1.827 1.685
86 N -0.492 -2.727 1.046
87 C 0.300 -3.852 0.504
88 C -0.462 -4.421 -0.744
89 O -0.929 -3.429 -1.656
90 C -1.514 -3.860 -2.878
91 H -1.019 2.104 1.351
92 H -2.433 1.075 1.957
93 H -2.192 1.380 0.252
94 H -1.085 -0.647 2.780
95 H 0.457 0.226 2.293
96 H 0.701 -2.157 2.693
97 H 1.392 -1.748 1.147
98 H -0.881 -3.127 1.888
99 H 0.443 -4.624 1.260
100 H 1.291 -3.582 0.138
101 H -1.314 -5.030 -0.441
102 H 0.335 -5.009 -1.198
103 H -1.742 -2.942 -3.419
104 H -2.465 -4.374 -2.734
105 H -0.947 -4.511 -3.543
106 C -9.885 -0.201 -11.312
107 O -9.856 -0.725 -9.995
108 C -8.545 -0.783 -9.513
109 C -8.643 -1.164 -8.001
110 N -7.257 -1.273 -7.462
111 C -6.690 -2.579 -7.651
112 C -5.173 -2.688 -7.263
113 O -5.029 -2.390 -5.878
114 C -3.674 -2.211 -5.470
115 H -10.916 -0.192 -11.668
116 H -9.209 -0.720 -11.992
117 H -9.614 0.847 -11.435
118 H -7.985 0.136 -9.684
119 H -8.052 -1.503 -10.167
120 H -9.227 -2.022 -7.669
121 H -9.140 -0.342 -7.486
122 H -7.275 -1.226 -6.454
123 H -6.797 -2.814 -8.710
124 H -7.287 -3.220 -7.002
125 H -4.635 -1.948 -7.855
126 H -4.802 -3.685 -7.502
127 H -3.198 -1.378 -5.987
128 H -3.136 -3.120 -5.742
129 H -3.671 -2.011 -4.399
130 C 6.737 1.232 9.595
131 O 6.206 1.136 8.247
132 C 7.201 1.093 7.268
133 C 6.568 0.775 5.857
134 N 5.752 1.855 5.271
135 C 5.472 1.491 3.883
136 C 4.431 2.431 3.208
137 O 3.723 1.662 2.235
138 C 2.677 2.410 1.633
139 H 5.894 1.240 10.286
140 H 7.388 2.073 9.838
141 H 7.265 0.349 9.953
142 H 7.921 0.333 7.573
143 H 7.596 2.109 7.282
144 H 6.052 -0.182 5.928
145 H 7.410 0.604 5.186
146 H 4.896 1.706 5.785
147 H 5.107 0.470 3.996
148 H 6.382 1.456 3.285
149 H 4.902 3.300 2.748
150 H 3.679 2.729 3.939
151 H 2.136 1.898 0.838
152 H 2.993 3.389 1.273
153 H 1.897 2.534 2.385
154 C 2.114 0.925 -2.102
155 C 0.714 0.504 -1.547
156 C -0.492 0.753 -2.520
157 O -1.631 0.140 -1.893
158 C -2.830 0.536 -2.528
159 N 0.818 -0.964 -1.336
160 H 2.937 0.955 -1.389
161 H 1.871 1.893 -2.540
162 H 2.498 0.329 -2.930
163 H 0.611 1.046 -0.607
164 H -0.259 0.241 -3.454
165 H -0.698 1.821 -2.602
166 H -3.738 0.252 -1.997
167 H -2.923 0.020 -3.483
168 H -2.845 1.607 -2.731
169 H 1.765 -1.092 -1.007
170 H 0.980 -1.366 -2.248
171 C -3.178 -3.787 5.386
172 C -2.118 -2.876 4.746
173 C -1.394 -1.997 5.779
174 O -2.254 -1.233 6.640
175 C -1.511 -0.457 7.614
176 N -1.196 -3.747 3.937
177 H -3.830 -4.259 4.652
178 H -3.885 -3.116 5.874
179 H -2.821 -4.561 6.066
180 H -2.682 -2.188 4.116
181 H -0.735 -1.317 5.240
182 H -0.767 -2.629 6.408
183 H -0.731 0.241 7.310
184 H -1.121 -1.046 8.444
185 H -2.236 0.265 7.990
186 H -0.851 -4.383 4.641
187 H -1.775 -4.379 3.403

Löwdin population analysis, charges in e, atoms 1 to 8:
1 Cr 0.44
2 P 0.20
3 F -0.16
4 F -0.19
5 F -0.18
6 F -0.18
7 F -0.19
8 F -0.16

=====

The calculation returns the following strongest force on any atom values, one per record and in order: 4.2; 2.8; 11.4; 3.4; 8.7; 4.0 eV/Å.
The calculation returns the following total energy values, one per record and in order: -321.03893; -5281.93182; -2316.50945; -421.50252; -3351.02431; -7793.98321 Eh.